Molecular formula: C11H15N
Method: DFT, the ωB97M-V functional and the def2-TZVPD basis

Last column: natural (NBO) charge in e.
Element x y z (Å)
C 1.395 -0.290 -2.890  -0.612
C 2.862 -0.416 -2.618  -0.617
H 1.069 0.752 -2.739  0.207
H 1.140 -0.536 -3.921  0.202
H 0.799 -1.020 -2.304  0.205
H 3.483 -1.213 -2.967  0.210
H 3.075 -0.330 -1.532  0.208
H 3.359 0.401 -3.220  0.198
C -1.997 -0.609 -1.733  -0.643
C -0.800 0.301 0.388  -0.118
C -1.546 -0.753 -0.268  -0.060
C -0.417 -0.230 1.658  0.172
C -1.646 -1.825 0.541  -0.039
C -0.277 1.570 -0.042  -0.188
C 0.589 2.244 0.848  -0.253
C 1.025 1.624 2.039  -0.200
C 0.602 0.398 2.427  -0.253
N -0.851 -1.548 1.800  -0.548
H -0.453 1.941 -1.092  0.221
H 0.895 3.217 0.960  0.216
H 1.768 2.107 2.625  0.203
H -2.982 -0.232 -1.914  0.221
H -1.939 -1.461 -2.427  0.222
H -2.122 -2.726 0.329  0.210
H -0.976 -2.013 2.615  0.399
H 1.305 -0.163 3.044  0.217
H -1.205 0.032 -2.151  0.221

Calculated values
Relative energy (zero: lowest compared OMol25 entry of this formula, charge and spin) ... 1.954 eV
Maximum force ... 6.64 eV/A
HOMO level ... -0.299 hartree
Structure (SMILES) ... Cc1c[nH]c2ccccc12.CC
HOMO-LUMO gap ... 9.1 eV
Lowest unoccupied orbital energy ... 0.991 eV
Electronic energy ... -13138.8376 eV